C19H27N3O4S | the ωB97M-V functional and the def2-TZVPD basis

Geometry (Å):
C: 2.02346 4.02429 1.57701
C: 2.75696 2.74683 1.97567
C: 1.78382 1.57175 2.06422
C: 2.49445 0.27621 2.44937
C: 3.65907 -0.04996 1.51090
N: 3.18739 -0.46823 0.20444
C: 3.44530 -1.68993 -0.28734
O: 4.13827 -2.51667 0.27423
C: 2.82246 -1.97985 -1.65396
C: 1.45367 -2.67388 -1.51062
N: 0.32076 -1.81689 -1.80801
S: -0.03561 -0.63433 -0.67504
O: 0.67198 0.58431 -0.99583
O: 0.14666 -1.19811 0.62486
C: -1.76898 -0.39832 -0.99842
C: -2.20910 0.71439 -1.68724
C: -3.56041 0.86114 -1.94212
C: -4.45840 -0.11058 -1.50623
C: -4.00188 -1.24433 -0.81757
C: -2.64899 -1.37368 -0.56560
C: -5.01395 -2.27810 -0.42150
C: -6.32895 -1.60429 -0.04044
C: -6.81260 -0.66809 -1.12589
O: -7.97140 -0.48409 -1.40993
N: -5.81262 0.02117 -1.76003
C: 4.60395 1.14936 1.38005
C: 3.85650 2.41393 0.96795
H: 2.71562 4.86132 1.51065
H: 1.25602 4.26989 2.30791
H: 1.54505 3.89405 0.60849
H: 3.21931 2.89783 2.95871
H: 1.01068 1.78683 2.80563
H: 1.28496 1.44465 1.10247
H: 2.88731 0.36292 3.46506
H: 1.77832 -0.54660 2.42416
H: 4.21674 -0.90780 1.90423
H: 2.50145 0.12182 -0.24366
H: 3.51126 -2.64030 -2.18223
H: 2.71068 -1.05633 -2.22467
H: 1.38671 -3.53827 -2.17593
H: 1.30978 -3.01450 -0.48373
H: 0.39261 -1.39050 -2.72129
H: -1.49117 1.45452 -2.00168
H: -3.92580 1.72619 -2.47483
H: -2.25743 -2.22369 -0.03046
H: -4.63997 -2.87813 0.40810
H: -5.18301 -2.94997 -1.26965
H: -7.10997 -2.33692 0.16110
H: -6.18987 -1.00180 0.86237
H: -6.10806 0.74061 -2.40824
H: 5.08884 1.31397 2.34464
H: 5.38030 0.91499 0.64899
H: 4.56118 3.24636 0.89812
H: 3.40663 2.27484 -0.01717

Calculated values
- Energy: -43638.679 eV
- Orbital gap: 0.3430 hartree
- Relative energy (zero: lowest compared OMol25 entry of this formula, charge and spin): 3.0 kcal per mole
- HOMO level: -9.12 eV
- Structure (SMILES): C[C@H]1CC[C@@H](NC(=O)CCNS(=O)(=O)c2ccc3c(c2)CCC(=O)N3)CC1

Per-atom Löwdin charges, elementary charge units:
1. C -0.07
2. C -0.39
3. C -0.17
4. C -0.13
5. C -0.30
6. N 0.11
7. C -0.50
8. O 0.06
9. C -0.08
10. C -0.22
11. N -0.13
12. S 0.67
13. O -0.32
14. O -0.26
15. C -0.28
16. C -0.05
17. C 0.00
18. C -0.18
19. C -0.15
20. C 0.00
21. C -0.12
22. C -0.08
23. C -0.47
24. O 0.09
25. N 0.15
26. C -0.14
27. C -0.17
28. H 0.07
29. H 0.07
30. H 0.08
31. H 0.14
32. H 0.12
33. H 0.09
34. H 0.12
35. H 0.10
36. H 0.14
37. H 0.09
38. H 0.12
39. H 0.11
40. H 0.12
41. H 0.12
42. H 0.11
43. H 0.11
44. H 0.12
45. H 0.13
46. H 0.12
47. H 0.13
48. H 0.13
49. H 0.14
50. H 0.16
51. H 0.12
52. H 0.12
53. H 0.11
54. H 0.12


C19H27N5O3S2 | the ωB97M-V functional and the def2-TZVPD basis

Geometry (Å):
C: 2.08230 2.46279 -1.50605
C: 3.49956 2.10610 -1.07461
C: 3.83562 2.69387 0.29448
C: 5.19187 2.21372 0.81467
N: 5.16049 0.79606 1.09664
C: 5.85718 -0.10053 0.38018
O: 6.71841 0.17160 -0.42858
C: 5.47108 -1.54912 0.68786
S: 4.14380 -2.08282 -0.43956
C: 2.78862 -1.26351 0.26823
N: 2.76568 -0.60582 1.40277
N: 1.53190 -0.12210 1.56512
C: 0.80178 -0.47399 0.53735
C: -0.59095 -0.09680 0.38033
C: -1.16722 0.14208 -0.86757
C: -2.49725 0.51453 -0.95243
C: -3.24496 0.65490 0.20041
S: -4.98274 1.10816 0.07127
O: -5.35208 1.79562 1.27089
O: -5.17456 1.74425 -1.19723
N: -5.86743 -0.30533 0.03543
C: -5.82478 -1.12343 1.22650
C: -4.78348 -2.22651 0.95449
C: -4.62705 -2.24769 -0.57708
C: -5.62068 -1.18583 -1.08343
C: -2.67571 0.46717 1.44693
C: -1.35008 0.09022 1.53859
N: 1.56388 -1.22115 -0.33111
C: 1.20535 -1.89264 -1.54702
H: 1.96677 3.54177 -1.57590
H: 1.85621 2.03261 -2.47963
H: 1.35679 2.09212 -0.78330
H: 4.21440 2.47426 -1.81300
H: 3.60521 1.01929 -1.03795
H: 3.84559 3.78303 0.23097
H: 3.06224 2.40567 1.01177
H: 5.97608 2.37945 0.07230
H: 5.44894 2.75182 1.73277
H: 4.36844 0.46504 1.64350
H: 5.11945 -1.68808 1.70793
H: 6.30797 -2.20880 0.46314
H: -0.57737 0.07750 -1.76797
H: -2.96116 0.72429 -1.90323
H: -6.81754 -1.55848 1.37522
H: -5.59092 -0.48992 2.07945
H: -3.83500 -1.99031 1.43593
H: -5.12821 -3.18481 1.33827
H: -3.60843 -1.98568 -0.86289
H: -4.85583 -3.22574 -0.99601
H: -6.56974 -1.65031 -1.36717
H: -5.25497 -0.59654 -1.92173
H: -3.27415 0.63866 2.32742
H: -0.87530 -0.05706 2.49558
H: 1.81515 -2.79153 -1.64396
H: 0.15229 -2.16942 -1.51713
H: 1.39457 -1.25264 -2.41184

Calculated values
- Energy: -55405.053 eV
- Orbital gap: 0.3139 hartree
- Relative energy (zero: lowest compared OMol25 entry of this formula, charge and spin): 0.0 kcal per mole
- HOMO level: -8.70 eV
- Structure (SMILES): CCCCNC(=O)CSc1nnc(-c2ccc(S(=O)(=O)N3CCCC3)cc2)n1C

Per-atom Löwdin charges, elementary charge units:
1. C -0.10
2. C -0.25
3. C -0.19
4. C -0.17
5. N 0.05
6. C -0.59
7. O 0.05
8. C -0.34
9. S 1.00
10. C -0.63
11. N 0.01
12. N 0.09
13. C -0.27
14. C -0.14
15. C -0.02
16. C -0.05
17. C -0.26
18. S 0.67
19. O -0.28
20. O -0.28
21. N -0.23
22. C -0.19
23. C -0.15
24. C -0.15
25. C -0.19
26. C -0.05
27. C 0.01
28. N -0.04
29. C -0.03
30. H 0.07
31. H 0.07
32. H 0.06
33. H 0.12
34. H 0.08
35. H 0.11
36. H 0.10
37. H 0.12
38. H 0.12
39. H 0.10
40. H 0.08
41. H 0.08
42. H 0.11
43. H 0.12
44. H 0.13
45. H 0.11
46. H 0.09
47. H 0.11
48. H 0.09
49. H 0.11
50. H 0.13
51. H 0.11
52. H 0.12
53. H 0.12
54. H 0.08
55. H 0.10
56. H 0.10


C19H27N5O3S2 | the ωB97M-V functional and the def2-TZVPD basis

Geometry (Å):
C: 1.65286 4.83411 -1.15534
H: 2.58546 5.17433 -1.07640
H: 0.88594 5.55268 -1.31116
H: 1.31065 4.50379 -0.15193
C: 1.22440 3.86540 -2.17039
C: 2.38618 2.64740 -1.94964
H: 2.30642 1.85965 -2.63009
H: 3.25164 2.84055 -2.07973
H: 2.11274 2.19232 -0.95584
H: 1.61026 4.12855 -3.17229
C: -0.02996 3.04918 -2.37010
C: -0.66027 2.52022 -1.16517
N: -0.07919 2.61367 0.12098
N: -0.56156 1.66306 0.99742
C: -1.89157 1.35545 0.58898
N: -2.40141 0.50989 1.26921
C: -1.98755 -0.57884 1.88629
O: -2.62621 -1.38609 2.49216
C: -0.72478 -1.16771 1.37177
C: -0.45881 -1.12544 -0.12033
C: 0.53112 -1.29246 -0.78259
C: 1.93636 -1.58845 -0.11326
C: 1.76509 -1.63874 1.35806
C: 0.68146 -1.26675 2.01555
N: 0.27972 -1.31665 3.36783
C: 1.67521 -1.43223 4.30088
C: 1.18470 -1.04518 5.70552
C: 0.13012 -0.29535 5.51826
H: 0.74929 0.90219 5.35524
C: -0.47004 -0.47104 4.25224
H: -1.40093 -1.32294 4.37095
H: -1.05821 0.38876 3.64522
H: -0.52245 -0.13558 6.37410
H: 0.70359 -2.01700 6.01055
H: 2.00775 -0.88645 6.32126
H: 2.52719 -0.86721 4.00417
H: 1.90046 -2.42114 4.04825
H: 2.86970 -1.71378 1.95419
H: 2.72156 -1.72071 -0.53339
S: 0.74152 -1.23443 -2.62737
O: 0.02257 0.10222 -2.74893
O: 2.22756 -1.25547 -3.12824
N: -0.25549 -2.41584 -3.05637
C: 0.45657 -3.55307 -2.74243
H: 0.68551 -3.75136 -1.79911
H: -0.24535 -4.52011 -2.74364
H: 1.35740 -3.68885 -3.25347
C: -0.77960 -2.23670 -4.15851
H: -1.30071 -1.45454 -4.41951
H: -1.53099 -3.12493 -4.60513
H: -0.06212 -2.56428 -5.05808
H: -1.51083 -1.01327 -0.68974
H: -3.62670 0.51597 1.58794
S: -2.09034 1.94670 -0.93668
H: -0.61927 4.11771 -2.40463
H: 0.05183 2.38246 -3.02042

Calculated values
- Energy: -55381.239 eV
- Orbital gap: 0.2699 hartree
- Relative energy (zero: lowest compared OMol25 entry of this formula, charge and spin): 549.2 kcal per mole
- HOMO level: -7.58 eV

Per-atom Löwdin charges, elementary charge units:
1. C -0.09
2. H 0.04
3. H 0.07
4. H 0.08
5. C -0.35
6. C -0.02
7. H 0.04
8. H -0.05
9. H 0.09
10. H 0.14
11. C -0.16
12. C -0.65
13. N 0.01
14. N 0.09
15. C -0.73
16. N 0.05
17. C -0.56
18. O 0.09
19. C 0.03
20. C -0.11
21. C -0.28
22. C 0.11
23. C -0.02
24. C -0.19
25. N -0.02
26. C -0.05
27. C -0.28
28. C -0.31
29. H 0.21
30. C -0.24
31. H 0.18
32. H 0.16
33. H 0.13
34. H 0.15
35. H 0.11
36. H 0.09
37. H 0.08
38. H 0.17
39. H -0.02
40. S 0.86
41. O -0.35
42. O -0.32
43. N -0.40
44. C -0.12
45. H 0.04
46. H 0.17
47. H 0.08
48. C -0.23
49. H 0.04
50. H 0.17
51. H 0.14
52. H 0.18
53. H 0.31
54. S 1.17
55. H 0.19
56. H 0.02


C19H28BN8O2SeV | the ωB97M-V functional and the def2-TZVPD basis

Geometry (Å):
V: -14.05028 -6.18610 -5.03156
C: -10.77557 -8.01215 -3.91085
C: -10.86011 -7.46022 -5.26740
C: -9.88351 -7.55357 -6.27497
C: -10.39502 -6.83366 -7.30894
C: -9.84004 -6.65902 -8.71850
N: -11.59186 -6.37192 -6.98051
N: -11.90671 -6.73610 -5.69783
B: -12.56861 -5.44553 -7.83737
N: -12.74087 -4.12488 -6.97427
N: -13.38341 -4.12906 -5.76328
C: -13.17466 -2.95933 -5.16702
C: -13.80640 -2.56432 -3.90149
C: -12.33251 -2.19379 -5.96278
C: -12.08933 -2.94419 -7.09010
C: -11.28347 -2.51963 -8.32638
N: -13.89897 -6.15929 -8.09073
N: -14.72543 -6.49438 -7.04418
C: -15.85599 -7.01604 -7.53873
C: -16.93967 -7.65930 -6.71600
C: -15.76802 -7.05864 -9.01994
C: -14.50548 -6.49865 -9.29421
C: -13.82436 -6.30944 -10.61597
H: -9.79704 -8.42721 -3.72386
H: -11.46543 -8.88197 -3.74402
H: -10.93290 -7.29185 -3.07769
H: -8.99818 -8.12705 -6.34873
H: -8.84804 -7.17825 -8.74811
H: -9.65249 -5.60596 -8.95738
H: -10.51123 -7.09230 -9.41608
H: -12.02107 -5.16494 -8.84223
H: -14.76547 -2.99521 -3.75960
H: -13.90315 -1.49067 -3.82249
H: -13.21716 -2.72040 -2.97205
H: -11.96113 -1.22363 -5.77908
H: -10.76373 -1.63621 -7.97305
H: -11.98901 -2.20808 -9.05019
H: -10.68173 -3.26199 -8.72579
H: -17.07148 -7.26405 -5.71695
H: -16.63254 -8.68954 -6.50931
H: -17.87466 -7.72518 -7.24965
H: -16.34967 -7.63567 -9.71687
H: -14.44927 -6.59748 -11.40266
H: -12.84588 -6.92073 -10.59109
H: -13.71023 -5.22172 -10.81846
N: -13.65626 -6.07333 -3.03714
C: -14.79313 -6.26521 -2.15837
C: -15.77890 -5.12440 -2.28950
C: -16.46446 -4.87793 -3.63233
O: -17.46980 -4.10403 -3.65521
O: -15.95072 -5.38299 -4.67379
H: -12.90243 -6.69994 -2.80410
H: -13.34078 -5.14844 -2.83267
H: -14.40835 -6.39677 -1.13432
H: -15.32792 -7.13249 -2.54103
H: -15.30380 -4.21180 -1.89833
H: -16.62874 -5.31459 -1.61762
Se: -14.47174 -8.95312 -4.48030
C: -13.72638 -9.18750 -2.78882
N: -13.29181 -9.08836 -1.71475

Calculated values
- Energy: -127890.955 eV
- Spin multiplicity: 4
- Orbital gap (spin up / spin down): 0.2364 / 0.2748 hartree
- Relative energy (zero: lowest compared OMol25 entry of this formula, charge and spin): 16.8 kcal per mole
- Total charge: -1
- HOMO level (spin up / spin down): -3.95 / -5.00 eV

Per-atom Löwdin charges, elementary charge units:
1. V 0.58
2. C -0.05
3. C -0.33
4. C 0.00
5. C -0.30
6. C -0.02
7. N 0.03
8. N 0.06
9. B -0.45
10. N 0.04
11. N 0.06
12. C -0.33
13. C -0.02
14. C 0.00
15. C -0.25
16. C 0.00
17. N 0.03
18. N 0.01
19. C -0.27
20. C -0.05
21. C 0.03
22. C -0.27
23. C -0.04
24. H 0.07
25. H 0.05
26. H 0.08
27. H 0.09
28. H 0.09
29. H 0.07
30. H 0.05
31. H 0.10
32. H 0.05
33. H 0.08
34. H 0.09
35. H 0.09
36. H 0.08
37. H 0.07
38. H 0.03
39. H 0.06
40. H 0.04
41. H 0.07
42. H 0.09
43. H 0.04
44. H 0.11
45. H 0.09
46. N -0.08
47. C -0.27
48. C -0.12
49. C -0.65
50. O -0.05
51. O -0.13
52. H 0.04
53. H 0.08
54. H 0.12
55. H 0.07
56. H 0.11
57. H 0.12
58. Se 0.56
59. C -0.86
60. N 0.02


- energy of number 2 (C19H27N5O3S2)?
  -55405.053 eV


- Among the records above, which one has the highest relative energy (zero: lowest compared OMol25 entry of this formula, charge and spin)?
  number 3


- Which value of relative energy (zero: lowest compared OMol25 entry of this formula, charge and spin) does entry 1 give?
  3.0 kcal per mole